Density functional theory data (wB97M-V/def2-TZVPD) for C12H10BrF3IrO2 as an isolated structure in a non-equilibrium geometry.

Values from the calculation:
* calculated total energy: -3591.46469 Ha
* relative energy (zero: lowest compared OMol25 entry of this formula, charge and spin): 0.0000 eV
* net charge: 0
* <S²>: 8.776
* Kohn-Sham gap (alpha / beta): 7.04 / 5.52 eV
* multiplicity: 6

Geometry (Å):
C (-2.10, -0.45, -0.53)
C (-2.28, -0.92, 0.82)
C (-2.04, 0.20, 1.69)
H (-2.61, -1.91, 1.11)
C (-1.63, 1.35, 0.88)
C (-1.72, 0.93, -0.50)
H (-1.58, 1.57, -1.36)
H (-2.30, -1.04, -1.42)
H (-2.13, 0.22, 2.76)
H (-1.35, 2.32, 1.28)
Ir (-0.21, -0.18, 0.66)
Br (1.81, 1.00, 0.29)
C (1.89, 0.88, -2.69)
C (0.82, 1.68, -3.21)
C (-0.15, 0.80, -3.78)
H (0.79, 2.77, -3.21)
C (0.30, -0.55, -3.57)
C (1.54, -0.50, -2.88)
H (2.17, -1.35, -2.60)
H (2.83, 1.26, -2.30)
H (-1.04, 1.10, -4.34)
H (-0.21, -1.45, -3.94)
F (2.03, -0.25, 5.12)
C (1.65, -1.32, 4.36)
F (2.75, -2.01, 3.95)
F (0.88, -2.15, 5.12)
C (0.82, -0.80, 3.10)
O (0.32, 0.33, 3.15)
O (0.76, -1.54, 2.04)

Here are the Löwdin charges for atoms 1 to 2, given in e: -0.19, -0.20